DFT (wB97M-V/def2-TZVPD) results for C2H5N3O2 in the gas phase at a distorted geometry.

Element x y z (Å)
N (0.533, -0.938, -0.889)
C (0.313, 0.263, -0.295)
N (0.363, 1.283, -1.192)
N (0.396, 0.558, 0.989)
C (-0.213, -0.329, 1.769)
O (0.132, -0.883, 2.777)
O (-1.604, -0.300, 1.285)
H (1.165, -0.911, -1.680)
H (0.737, -1.706, -0.260)
H (0.121, 2.177, -0.780)
H (-0.110, 1.104, -2.069)
H (-1.833, -0.319, 0.345)

2S+1 ... 1
Orbital gap ... 9.6071 eV
SMILES string ... NC(N)=NC(=O)O
Charge ... 0
Lowest unoccupied orbital energy ... 0.33 eV
HOMO ... -9.27 eV
Energy above the lowest of the compared OMol25 structures with the same formula, charge and spin ... 44.6 kcal/mol

natural (NBO) atomic charges, in units of e: -0.83, 0.63, -0.80, -0.62, 0.87, -0.55, -0.79, 0.41, 0.41, 0.41, 0.39, 0.48



DFT (wB97M-V/def2-TZVPD) results for a molecular structure, C2H5N3O3 at a distorted geometry.

Element x y z (Å)
C (0.381, -0.126, -1.134)
C (0.591, 1.048, 1.453)
H (-1.557, -2.324, -0.513)
H (0.606, -2.104, -1.378)
H (-0.207, 1.891, -0.872)
H (-1.255, 0.337, 1.368)
H (1.284, 1.489, 0.791)
N (0.224, -1.446, -0.709)
N (-0.790, 0.771, -0.660)
N (-0.576, 0.782, 0.831)
O (-1.000, -1.555, 0.112)
O (1.450, 0.170, -1.945)
O (0.850, 1.067, 2.654)

2S+1 ... 1
Orbital gap ... 9.9316 eV
Charge ... 0
Lowest unoccupied orbital energy ... -0.14 eV
HOMO ... -10.07 eV
Energy above the lowest of the compared OMol25 structures with the same formula, charge and spin ... 127.6 kcal/mol

natural (NBO) atomic charges, in units of e: 0.71, 0.50, 0.48, 0.42, 0.39, 0.40, 0.11, -0.37, -0.43, -0.47, -0.53, -0.63, -0.58



DFT (wB97M-V/def2-TZVPD) results for 2 unconnected molecules or ions with the total composition C2H5N3O3 at a distorted geometry.

Element x y z (Å)
N (-0.787, -0.033, 0.687)
C (1.000, -1.352, 0.735)
C (0.151, 0.114, -0.494)
N (-0.207, -0.490, -1.662)
O (-2.088, -0.481, 0.377)
O (1.237, 1.659, 0.753)
N (1.039, 1.052, -0.516)
O (1.677, -1.119, 1.628)
H (-2.155, -1.364, 0.766)
H (2.026, 2.195, 0.612)
H (-0.825, 0.784, 1.293)
H (-1.077, -0.995, -1.684)
H (0.008, 0.030, -2.497)

2S+1 ... 1
Orbital gap ... 9.3732 eV
Charge ... 0
Lowest unoccupied orbital energy ... 0.67 eV
HOMO ... -8.70 eV
Energy above the lowest of the compared OMol25 structures with the same formula, charge and spin ... 100.8 kcal/mol

natural (NBO) atomic charges, in units of e: -0.36, 0.46, 0.47, -0.82, -0.56, -0.59, -0.25, -0.51, 0.47, 0.49, 0.39, 0.40, 0.41



DFT (wB97M-V/def2-TZVPD) results for C2H5N3O3 in the gas phase at a distorted geometry.

Element x y z (Å)
H (1.495, -1.249, 2.291)
N (1.619, -0.555, 1.405)
C (0.580, -0.094, 0.803)
N (-0.720, -0.378, 0.726)
O (-1.217, -0.621, 1.955)
N (0.730, 1.018, -0.292)
O (0.712, 0.211, -1.616)
C (-0.402, 0.538, -2.216)
O (-1.377, 1.094, -1.841)
H (-1.123, 0.470, 0.394)
H (-1.518, -1.590, 1.767)
H (1.697, 1.036, -0.189)
H (-0.476, 0.121, -3.187)

2S+1 ... 1
Orbital gap ... 10.7072 eV
SMILES string ... [H]/N=C(\NO)NOC=O
Charge ... 0
Lowest unoccupied orbital energy ... 0.42 eV
HOMO ... -10.29 eV
Energy above the lowest of the compared OMol25 structures with the same formula, charge and spin ... 107.8 kcal/mol

natural (NBO) atomic charges, in units of e: 0.39, -0.71, 0.52, -0.35, -0.54, -0.33, -0.39, 0.64, -0.58, 0.39, 0.48, 0.36, 0.12